Formula: C32H58N3NiO2P2
Source: OMol25
Level of theory: wB97M-V/def2-TZVPD

Element x y z (Å)
1 C -1.10881 2.61698 1.45672
2 C -2.67339 0.86701 1.33946
3 C -1.94386 3.37191 2.29326
4 C -3.49110 1.53100 2.30209
5 C -3.13357 2.79096 2.74543
6 H -1.62486 4.36890 2.59156
7 H -4.40637 1.02803 2.60731
8 H -3.76565 3.33948 3.44024
9 N -1.46577 1.42104 1.00704
10 P 1.48913 1.73404 0.93137
11 P -2.12352 -0.95265 -0.69614
12 C 0.26701 3.13256 1.03084
13 H 0.18546 3.58471 0.03304
14 H 0.60121 3.92315 1.71319
15 C 0.78332 -1.25818 -1.14461
16 O 1.58210 -1.90485 -1.69414
17 C -3.06402 -0.30565 0.65788
18 H -4.01802 -0.74655 0.94412
19 C -3.15384 -0.38681 -2.19842
20 C -2.28023 -2.83176 -0.52237
21 C 2.95514 2.38595 -0.12564
22 C 2.00276 1.63602 2.76497
23 C -2.30015 -0.55796 -3.45713
24 H -1.95868 -1.58898 -3.60584
25 H -2.90500 -0.27111 -4.33049
26 H -1.41941 0.09354 -3.42270
27 C -4.47136 -1.16176 -2.32607
28 H -4.33776 -2.21842 -2.58923
29 H -5.08204 -1.08015 -1.41673
30 H -5.04917 -0.70026 -3.14252
31 C -3.51942 1.08897 -2.02099
32 H -4.08876 1.41385 -2.90409
33 H -4.14819 1.24343 -1.13845
34 H -2.63222 1.72436 -1.93690
35 C -1.92019 -3.54835 -1.83536
36 H -0.91257 -3.28371 -2.18472
37 H -1.92453 -4.63107 -1.63436
38 H -2.64169 -3.36899 -2.64163
39 C -1.27232 -3.26225 0.54770
40 H -0.25226 -2.95610 0.28854
41 H -1.50970 -2.82784 1.52357
42 H -1.29745 -4.35851 0.63690
43 C -3.66645 -3.25774 -0.02958
44 H -4.47778 -3.00398 -0.71539
45 H -3.65894 -4.35226 0.07444
46 H -3.88863 -2.82744 0.95142
47 C 3.04530 0.51841 2.88856
48 H 3.34845 0.44450 3.94333
49 H 2.59669 -0.43762 2.59597
50 H 3.94531 0.68588 2.28584
51 C 0.78128 1.24231 3.60499
52 H 0.00639 2.01751 3.60087
53 H 0.35616 0.29062 3.25994
54 H 1.11765 1.10506 4.64421
55 C 2.54818 2.95526 3.33549
56 H 2.52569 2.87682 4.43207
57 H 3.58794 3.14512 3.05562
58 H 1.94282 3.82650 3.06391
59 C 2.44701 3.53633 -0.99391
60 H 2.18464 4.42392 -0.40095
61 H 3.23727 3.83044 -1.70187
62 H 1.57541 3.22921 -1.58038
63 C 3.38475 1.21317 -1.02540
64 H 2.57565 0.91027 -1.70233
65 H 4.24245 1.53543 -1.63634
66 H 3.68662 0.33494 -0.43544
67 C 4.18254 2.88267 0.64941
68 H 3.97211 3.79227 1.22581
69 H 4.62330 2.12026 1.30256
70 H 4.95479 3.14919 -0.09104
71 Ni -0.15235 0.08238 -0.44521
72 N -0.03500 1.42359 -1.74256
73 C -0.37497 2.09495 -2.64246
74 C -0.39313 2.86374 -3.93079
75 C -1.83410 3.25494 -4.26294
76 C 0.44729 4.12608 -3.74939
77 C 0.19387 1.99416 -5.04438
78 H -2.45688 2.35659 -4.38330
79 H -2.24737 3.87069 -3.45134
80 H -1.87368 3.83166 -5.19895
81 H 1.49962 3.87127 -3.57372
82 H 0.39970 4.75387 -4.64899
83 H 0.07132 4.71316 -2.90009
84 H 0.13480 2.52744 -6.00320
85 H 1.24885 1.76399 -4.83915
86 H -0.35825 1.05013 -5.14468
87 C 2.50496 -3.48894 1.65958
88 N 1.86858 -3.46602 2.97429
89 C 2.11644 -4.56839 3.89048
90 C 0.89532 -2.57255 3.24769
91 O 0.55576 -1.66362 2.46966
92 H 3.40751 -4.09948 1.74966
93 H 2.77069 -2.47588 1.33301
94 H 1.84662 -3.93294 0.89760
95 H 2.17827 -4.18132 4.91454
96 H 1.30280 -5.30949 3.85653
97 H 3.05873 -5.04780 3.60954
98 H 0.42772 -2.71479 4.24070

Properties
- <S²> = 2.0561
- calculated total energy (Eh) = -3759.68535
- max |F| (eV/A) = 4.61
- 2S+1 = 3
- charge = +1